Molecular formula: C80H167F12N8O14S3
Method: DFT, ωB97M-V/def2-TZVPD

Calculated values
HOMO-LUMO gap in eV: 6.00
E_HOMO in eV: -10.750
Electronic energy in eV: -191341.445
Energy above the lowest of the compared OMol25 structures with the same formula, charge and spin in kJ/mol: 728.9
Net charge: +3
Maximum force in Eh/bohr: 0.1006
Spin multiplicity: 1

Atoms and positions in Å:
C 18.82492 19.20282 16.96307
C 19.49392 20.56744 16.65563
C 20.94897 20.49195 17.09233
N 21.87282 21.58662 16.43478
C 23.31934 21.41121 16.94455
C 23.46840 21.75212 18.47525
C 23.11558 23.22437 18.65434
C 21.70418 23.55357 18.16952
C 21.46888 23.06749 16.72681
C 22.03386 21.35323 14.89959
H 18.76722 19.16984 18.05104
H 19.32136 18.24947 16.78204
H 17.86256 19.10611 16.46047
H 19.01046 21.37945 17.19877
H 19.41574 20.73279 15.58108
H 21.38804 19.49658 17.15982
H 20.91420 20.84621 18.12257
H 23.70062 20.40995 16.74412
H 23.92276 22.09129 16.34332
H 22.78250 21.13101 19.05132
H 24.51214 21.61096 18.75592
H 23.07772 23.42038 19.72590
H 23.90200 23.87924 18.27913
H 20.90572 23.15488 18.79531
H 21.42620 24.59599 18.32506
H 20.46380 23.19214 16.32388
H 22.08416 23.69458 16.08162
H 21.01324 21.40529 14.52050
H 22.59800 20.42744 14.78653
H 22.65412 22.12842 14.44962
C 26.16802 24.85630 25.96393
C 27.51456 24.14070 26.05156
C 27.52928 22.62752 25.68311
N 28.95358 21.99589 25.73326
C 29.70336 22.49422 26.94359
C 30.96544 21.66895 27.17338
C 30.65844 20.18997 27.31551
C 29.95380 19.65423 26.09362
C 28.67970 20.43496 25.77309
C 29.68442 22.19257 24.36470
H 25.37836 24.34864 26.51785
H 25.81056 24.91556 24.93592
H 26.20722 25.92795 26.15922
H 27.73706 24.21383 27.11610
H 28.22520 24.69353 25.43718
H 26.98164 22.47618 24.75290
H 26.81966 22.10071 26.32108
H 28.98578 22.51868 27.76370
H 29.97408 23.53502 26.76594
H 31.53260 22.00763 28.04041
H 31.64288 21.88288 26.34669
H 29.89796 20.04593 28.08299
H 31.53364 19.60029 27.58827
H 29.68084 18.60576 26.21328
H 30.64260 19.63399 25.24909
H 27.95694 20.30488 26.57858
H 28.15550 20.02306 24.91073
H 29.85568 23.26151 24.23766
H 29.07926 21.85326 23.52401
H 30.66202 21.72898 24.49693
C 20.51012 13.08197 21.35898
C 21.18542 11.81539 21.85143
C 22.06776 12.07557 23.10837
N 22.24462 10.90062 24.08661
C 23.48566 11.13004 24.99086
C 23.52774 9.93967 26.09337
C 22.25120 9.72021 26.89043
C 21.04314 9.60922 26.03135
C 20.95362 10.66784 24.90336
C 22.47084 9.62632 23.30855
H 19.85860 12.89558 20.50523
H 21.15706 13.86350 20.96052
H 19.97672 13.62398 22.13989
H 21.81452 11.29557 21.12887
H 20.35653 11.13655 22.05198
H 21.59988 12.88290 23.67176
H 23.06856 12.41907 22.84664
H 23.36192 12.07998 25.51087
H 24.34474 11.24629 24.33011
H 24.35396 10.20233 26.75404
H 23.77638 8.98333 25.63328
H 22.12928 10.50749 27.63436
H 22.31308 8.82747 27.51276
H 20.13520 9.56683 26.63297
H 20.94676 8.64265 25.53683
H 20.77332 11.64459 25.35231
H 20.01293 10.55006 24.36544
H 22.77424 8.81784 23.97368
H 23.32976 9.83674 22.67132
H 21.62020 9.44940 22.65036
C 17.53014 19.30177 26.82628
C 18.53568 20.39272 27.16097
C 19.90412 19.92806 27.90111
N 21.01700 21.05997 28.09688
C 21.63314 21.59357 26.73310
C 22.87174 22.54763 26.98748
C 23.96476 21.94306 27.89211
C 23.37060 21.27728 29.11576
C 22.07102 20.38561 28.95538
C 20.50720 22.24659 28.90096
H 16.50608 19.62783 26.64441
H 17.49746 18.60965 27.66770
H 17.90472 18.82086 25.92266
H 18.03292 21.09839 27.82230
H 18.67958 21.00550 26.27108
H 20.53156 19.21946 27.36044
H 19.64651 19.62996 28.91741
H 21.94680 20.69194 26.20701
H 20.91096 22.17091 26.15582
H 23.27324 22.55687 25.97416
H 22.54614 23.53424 27.31716
H 24.56358 21.19715 27.36949
H 24.71524 22.70552 28.10077
H 24.10626 20.65162 29.62119
H 23.18884 21.94772 29.95574
H 22.39460 19.53626 28.35372
H 21.50308 19.98436 29.79476
H 19.97634 21.86296 29.77223
H 19.75314 22.82136 28.36323
H 21.32904 22.88552 29.22411
C 25.72834 17.71125 17.49827
C 26.73932 18.20551 16.46215
C 26.60438 17.29558 15.19451
N 27.48858 17.69322 13.94624
C 26.99568 18.98968 13.34171
C 25.51052 18.84167 12.89756
C 25.27228 17.68359 11.94937
C 25.89140 16.31243 12.36049
C 27.34118 16.56054 12.90378
C 29.01870 17.74219 14.26024
H 25.90230 18.22184 18.44544
H 25.89364 16.63842 17.59734
H 24.66476 17.83799 17.29618
H 27.72274 18.03519 16.90030
H 26.65928 19.27194 16.25139
H 25.55518 17.20260 14.91410
H 27.00860 16.39780 15.66218
H 27.14638 19.77054 14.08713
H 27.59340 19.19830 12.45442
H 24.85226 18.81368 13.76591
H 25.15002 19.78163 12.47970
H 24.20440 17.51325 11.81266
H 25.75758 17.95037 11.01053
H 25.27446 15.78265 13.08631
H 25.88928 15.66776 11.48158
H 27.65592 15.67060 13.44880
H 28.02606 16.70095 12.06754
H 29.17648 18.72881 14.69587
H 29.43240 17.72031 13.25203
H 29.22894 16.94577 14.97412
C 25.83100 16.14057 29.12098
C 27.21362 15.77508 29.81937
C 28.39240 16.48992 29.25215
N 29.75122 15.66896 29.52208
C 30.91684 16.61007 29.08902
C 31.24784 17.72686 30.23911
C 31.32804 17.15094 31.68301
C 30.05166 16.34204 32.02717
C 29.87888 15.23173 30.97775
C 29.85990 14.40692 28.66965
H 25.77892 15.62756 28.16067
H 25.61436 17.19223 28.93342
H 24.91084 15.87525 29.64159
H 27.36836 14.71201 29.63487
H 27.12962 15.81193 30.90550
H 28.66214 17.40907 29.77224
H 28.45842 16.43752 28.16541
H 30.59768 17.03737 28.13841
H 31.76846 15.96745 28.86570
H 30.47678 18.49540 30.29320
H 32.24171 18.09401 29.98315
H 31.41474 17.91152 32.45896
H 32.22042 16.53956 31.81707
H 29.13190 16.92286 32.09644
H 30.03344 15.91907 33.03159
H 29.13360 14.47619 31.22637
H 30.81552 14.67981 31.05648
H 30.31984 14.65948 27.71426
H 28.90064 13.93995 28.44640
H 30.41522 13.58546 29.12236
C 11.66448 17.30930 20.22256
C 12.87194 17.87712 20.95987
C 14.13880 17.10376 20.57583
N 15.42058 17.73769 21.08387
C 15.52828 17.47686 22.59117
C 16.90368 17.79031 23.26365
C 17.99970 17.03150 22.52900
C 17.97936 17.26201 20.97341
C 16.63268 17.01135 20.33733
C 15.48776 19.25273 20.83337
H 10.74724 17.89276 20.14310
H 11.49446 16.25708 20.45064
H 11.97960 17.11443 19.19746
H 12.60692 17.65187 21.99288
H 12.94994 18.95695 20.83342
H 14.43548 17.19487 19.53094
H 14.03462 16.08199 20.94084
H 15.39086 16.39787 22.66186
H 14.77306 18.05882 23.11946
H 16.81849 17.49435 24.30923
H 17.14156 18.85404 23.26157
H 17.87341 15.95757 22.66620
H 18.99386 17.17575 22.95204
H 18.81110 16.78529 20.45472
H 18.13431 18.30404 20.69364
H 16.35954 15.96888 20.50094
H 16.62892 17.30101 19.28653
H 16.36500 19.58984 21.38554
H 14.69634 19.70976 21.42740
H 15.40996 19.37988 19.75361
C 25.58748 18.53725 25.71501
C 24.63118 17.77349 24.85242
C 24.91882 17.66008 23.34016
N 23.72212 17.06673 22.43782
C 24.18460 16.85440 20.95571
C 23.04716 16.44326 20.03924
C 21.88538 17.43180 20.24517
C 21.32470 17.57517 21.60608
C 22.41778 17.98470 22.59988
C 23.39884 15.64379 23.06590
H 25.77564 19.59134 25.51103
H 26.59200 18.15753 25.90166
H 25.11338 18.46906 26.69413
H 23.73432 18.38587 24.94583
H 24.29074 16.83797 25.29628
H 25.68336 16.89768 23.19081
H 25.19294 18.67014 23.03562
H 24.75018 17.71344 20.59480
H 24.83184 15.98009 21.02477
H 23.39020 16.48489 19.00547
H 22.93506 15.35904 20.03475
H 22.10562 18.40603 19.80875
H 21.03516 17.12072 19.63817
H 20.55552 18.34727 21.62434
H 20.92584 16.58848 21.84159
H 22.75382 18.97444 22.29070
H 22.09142 17.98446 23.63987
H 24.10462 14.82936 22.90260
H 22.45652 15.32702 22.61892
H 23.25352 15.77218 24.13852
O 26.93126 12.54730 20.50667
C 25.90426 12.82653 21.25105
O 24.96220 13.45457 20.70035
O 25.92988 12.59298 22.41970
H 26.41288 13.01956 19.85103
C 28.77824 15.68699 24.59518
O 28.40990 16.89847 23.92840
O 29.92674 15.89507 25.42434
C 27.47920 15.08292 25.34590
F 26.51192 14.86633 24.48282
F 27.82322 13.87751 25.84096
F 26.95854 15.79696 26.32385
C 29.13458 17.34743 22.73371
C 28.50044 18.65436 22.21279
H 29.03276 19.59688 22.34079
H 28.09544 18.60505 21.20203
H 27.69436 18.96451 22.87772
H 29.37210 16.69085 21.89670
H 30.09848 17.70492 23.09594
H 29.04358 15.04232 23.75727
C 19.98112 21.05609 23.13351
F 19.55146 22.02429 23.93067
F 21.28456 20.84119 22.99740
F 19.33724 19.89565 23.41827
S 19.42218 21.52123 21.35022
O 17.95898 21.57744 21.32272
O 20.14352 22.76762 21.15616
O 19.98318 20.49956 20.44539
C 21.40976 14.79266 26.94941
F 22.68662 14.74415 26.67568
F 20.91469 13.60794 26.77790
F 21.27766 15.03437 28.29302
S 20.47782 16.14237 25.86148
O 20.54096 15.59192 24.47983
O 19.13356 16.32033 26.38914
O 21.27910 17.35851 26.03286
C 24.60840 21.92110 22.32969
F 25.20350 20.85032 21.77626
F 23.35918 22.00516 21.83253
F 24.44274 21.74366 23.66277
S 25.69264 23.41373 21.91981
O 25.59322 23.64761 20.47706
O 25.02316 24.45010 22.64802
O 27.02028 23.13375 22.45028